Record 1
Molecular formula: C33H32AlN2O7SSi
Method: DFT, ωB97M-V with the def2-TZVPD basis set

XYZ file:
```
77
Properties=species:S:1:pos:R:3
Al -0.527 0.846 0.197
O -3.109 -0.098 -1.049
S -2.911 -1.115 -0.058
O -3.035 -2.496 -0.466
N -1.495 -0.814 0.674
C -1.141 -1.580 1.773
C -1.771 -2.722 2.236
C -1.334 -3.361 3.409
C -0.285 -2.891 4.147
C 0.399 -1.738 3.709
C 1.483 -1.153 4.397
C 2.039 0.004 3.925
C 1.520 0.580 2.754
N 0.547 0.035 2.070
C -0.026 -1.095 2.524
C -4.182 -0.803 1.162
C -5.003 -1.822 1.611
C -6.070 -1.519 2.443
C -6.305 -0.202 2.815
C -5.479 0.816 2.355
C -4.417 0.517 1.518
H -2.603 -3.137 1.692
H -1.863 -4.247 3.742
H 0.016 -3.368 5.072
H 1.849 -1.620 5.303
H 2.862 0.484 4.436
H 1.909 1.518 2.375
H -4.814 -2.837 1.283
H -6.723 -2.308 2.792
H -7.144 0.033 3.458
H -5.665 1.843 2.638
H -3.775 1.295 1.127
O -2.361 3.693 2.115
C -1.779 2.961 1.347
O -1.323 1.769 1.616
C -1.476 3.327 -0.132
O -1.554 4.448 -0.575
O -1.088 2.267 -0.793
C 0.449 -2.278 -1.465
C 0.075 -1.393 -2.643
O -0.369 -0.109 -2.227
C -0.656 0.717 -3.368
C -1.847 0.281 -4.221
H 1.081 -3.097 -1.812
H -0.440 -2.695 -1.001
H 0.990 -1.702 -0.714
H -0.710 -1.888 -3.225
H 0.946 -1.247 -3.300
H 0.251 0.757 -3.984
H -0.848 1.702 -2.961
H -1.603 -0.536 -4.902
H -2.164 1.139 -4.815
H -2.665 -0.023 -3.577
C 2.756 2.571 -4.906
C 3.010 1.281 -4.465
C 2.752 0.934 -3.146
C 2.229 1.853 -2.234
C 1.955 3.138 -2.709
C 2.221 3.499 -4.022
Si 1.817 1.395 -0.424
C 3.402 0.443 0.131
C 4.347 1.005 0.992
C 5.487 0.318 1.383
C 5.724 -0.967 0.915
C 4.797 -1.559 0.071
C 3.656 -0.862 -0.302
H 2.974 2.856 -5.929
H 3.412 0.544 -5.152
H 2.986 -0.071 -2.815
H 1.530 3.868 -2.028
H 2.012 4.507 -4.358
H 2.164 2.726 0.204
H 4.188 2.016 1.354
H 6.197 0.787 2.055
H 6.623 -1.498 1.206
H 4.962 -2.566 -0.296
H 2.945 -1.356 -0.954
```

Output
charge: -1
DFT total energy: -2843.3085 Eh
E_HOMO: -5.27 eV
HOMO-LUMO gap: 7.554 eV

Table of Löwdin atomic charges, one value per atom, all in e: atom 1 (Al): 0.11, atom 2 (O): -0.27, atom 3 (S): 0.63, atom 4 (O): -0.30, atom 5 (N): -0.09, atom 6 (C): -0.21, atom 7 (C): -0.02, atom 8 (C): -0.08, atom 9 (C): -0.06, atom 10 (C): -0.15, atom 11 (C): -0.01, atom 12 (C): -0.03, atom 13 (C): -0.11, atom 14 (N): 0.08, atom 15 (C): -0.13, atom 16 (C): -0.25, atom 17 (C): -0.07, atom 18 (C): -0.08, atom 19 (C): -0.09, atom 20 (C): -0.06, atom 21 (C): -0.03, atom 22 (H): 0.08, atom 23 (H): 0.10, atom 24 (H): 0.10, atom 25 (H): 0.11, atom 26 (H): 0.11, atom 27 (H): 0.10, atom 28 (H): 0.11, atom 29 (H): 0.10, atom 30 (H): 0.10, atom 31 (H): 0.11, atom 32 (H): 0.11, atom 33 (O): 0.08, atom 34 (C): -0.51, atom 35 (O): -0.01, atom 36 (C): -0.49, atom 37 (O): 0.10, atom 38 (O): -0.05, atom 39 (C): -0.06, atom 40 (C): -0.25, atom 41 (O): -0.24, atom 42 (C): -0.24, atom 43 (C): -0.06, atom 44 (H): 0.08, atom 45 (H): 0.06, atom 46 (H): 0.04, atom 47 (H): 0.12, atom 48 (H): 0.11, atom 49 (H): 0.11, atom 50 (H): 0.11, atom 51 (H): 0.07, atom 52 (H): 0.08, atom 53 (H): 0.07, atom 54 (C): -0.11, atom 55 (C): -0.11, atom 56 (C): -0.13, atom 57 (C): -0.31, atom 58 (C): -0.11, atom 59 (C): -0.09, atom 60 (Si): 0.78, atom 61 (C): -0.31, atom 62 (C): -0.13, atom 63 (C): -0.10, atom 64 (C): -0.11, atom 65 (C): -0.09, atom 66 (C): -0.12, atom 67 (H): 0.09, atom 68 (H): 0.10, atom 69 (H): 0.08, atom 70 (H): 0.10, atom 71 (H): 0.10, atom 72 (H): 0.00, atom 73 (H): 0.09, atom 74 (H): 0.09, atom 75 (H): 0.09, atom 76 (H): 0.10, atom 77 (H): 0.07

Record 2
Molecular formula: C29H36Cl2HgN4O2P2
Method: DFT, ωB97M-V with the def2-TZVPD basis set

XYZ file:
```
76
Properties=species:S:1:pos:R:3
Hg 4.751 -1.749 2.606
C 1.284 -4.682 1.214
C 1.705 -3.519 0.700
C 0.962 -2.246 0.417
C 0.774 -1.201 1.556
C 0.442 -1.684 2.932
C -0.118 -2.838 3.233
C -0.845 -3.748 2.280
C -0.050 -4.978 1.817
C 4.294 -2.277 4.650
H 1.989 -5.523 1.236
H 2.756 -3.474 0.375
H -0.009 -2.459 -0.048
H 1.569 -1.729 -0.353
H 1.695 -0.597 1.604
H -0.021 -0.511 1.216
H 0.693 -0.956 3.713
H -0.341 -3.085 4.280
H -1.191 -3.194 1.404
H -1.743 -4.132 2.792
H 0.133 -5.631 2.687
H -0.673 -5.533 1.091
H 4.739 -3.251 4.888
H 3.202 -2.329 4.685
H 4.712 -1.457 5.262
P -1.281 3.225 -0.281
P -0.132 1.738 -2.728
N -2.612 3.062 0.856
N -1.214 5.006 -0.046
N -1.171 0.338 -2.969
N 0.551 1.652 -4.364
C -2.316 3.255 -1.827
C -1.432 3.008 -3.068
C -2.631 2.052 1.824
C -3.857 2.066 2.466
C -4.640 3.111 1.874
C -3.861 3.694 0.878
C -0.063 5.610 0.467
C -0.229 6.986 0.444
C -1.522 7.252 -0.103
C -2.107 6.023 -0.393
C -1.052 -0.811 -2.186
C -2.094 -1.683 -2.499
C -2.889 -1.037 -3.498
C -2.312 0.192 -3.763
C -0.042 1.431 -5.614
C 0.881 1.732 -6.609
C 2.076 2.179 -5.956
C 1.847 2.134 -4.595
H -2.867 4.203 -1.946
H -3.071 2.457 -1.727
H -2.064 2.758 -3.933
H -0.897 3.933 -3.336
H -1.756 1.438 1.958
H -4.178 1.413 3.265
H -5.645 3.413 2.136
H -4.101 4.495 0.198
H 0.757 4.991 0.787
H 0.483 7.722 0.773
H -1.982 8.212 -0.275
H -3.074 5.807 -0.823
H -0.232 -0.897 -1.499
H -2.271 -2.656 -2.076
H -3.786 -1.417 -3.977
H -2.623 0.967 -4.454
H -1.053 1.064 -5.699
H 0.711 1.644 -7.674
H 2.985 2.504 -6.443
H 2.467 2.385 -3.749
Cl 5.774 -6.007 5.172
C 4.582 -6.541 3.964
Cl 2.954 -5.867 4.204
C 5.138 -5.986 2.479
O 5.710 -6.993 2.037
O 4.895 -4.828 2.163
H 4.537 -7.642 3.930
```

Output
DFT total energy: -3252.4746 Eh
E_HOMO: -7.57 eV
HOMO-LUMO gap: 3.992 eV
energy above the lowest of the compared OMol25 structures with the same formula, charge and spin: 0.00 kJ/mol

Table of Löwdin atomic charges, one value per atom, all in e: atom 1 (Hg): 1.16, atom 2 (C): -0.12, atom 3 (C): -0.12, atom 4 (C): -0.22, atom 5 (C): -0.20, atom 6 (C): -0.14, atom 7 (C): -0.11, atom 8 (C): -0.19, atom 9 (C): -0.19, atom 10 (C): -0.20, atom 11 (H): 0.10, atom 12 (H): 0.09, atom 13 (H): 0.09, atom 14 (H): 0.10, atom 15 (H): 0.08, atom 16 (H): 0.10, atom 17 (H): 0.10, atom 18 (H): 0.11, atom 19 (H): 0.10, atom 20 (H): 0.12, atom 21 (H): 0.10, atom 22 (H): 0.12, atom 23 (H): -0.03, atom 24 (H): -0.01, atom 25 (H): -0.01, atom 26 (P): 1.07, atom 27 (P): 1.03, atom 28 (N): -0.28, atom 29 (N): -0.26, atom 30 (N): -0.26, atom 31 (N): -0.27, atom 32 (C): -0.38, atom 33 (C): -0.40, atom 34 (C): -0.15, atom 35 (C): -0.10, atom 36 (C): -0.08, atom 37 (C): -0.13, atom 38 (C): -0.16, atom 39 (C): -0.10, atom 40 (C): -0.09, atom 41 (C): -0.16, atom 42 (C): -0.14, atom 43 (C): -0.08, atom 44 (C): -0.08, atom 45 (C): -0.16, atom 46 (C): -0.13, atom 47 (C): -0.09, atom 48 (C): -0.10, atom 49 (C): -0.17, atom 50 (H): 0.07, atom 51 (H): 0.09, atom 52 (H): 0.07, atom 53 (H): 0.09, atom 54 (H): 0.08, atom 55 (H): 0.09, atom 56 (H): 0.09, atom 57 (H): 0.08, atom 58 (H): 0.09, atom 59 (H): 0.09, atom 60 (H): 0.09, atom 61 (H): 0.08, atom 62 (H): 0.06, atom 63 (H): 0.09, atom 64 (H): 0.10, atom 65 (H): 0.09, atom 66 (H): 0.08, atom 67 (H): 0.09, atom 68 (H): 0.09, atom 69 (H): 0.09, atom 70 (Cl): 0.54, atom 71 (C): -1.01, atom 72 (Cl): 0.54, atom 73 (C): -0.81, atom 74 (O): -0.04, atom 75 (O): -0.14, atom 76 (H): 0.06

Look up the E_HOMO of the second one. -7.57 eV

Among the records above, which one has the lowest HOMO-LUMO gap? C29H36Cl2HgN4O2P2

DFT total energy of number 1 (C33H32AlN2O7SSi)? -2843.3085 Eh